Molecular formula: CH7N2O
Method: DFT, wB97M-V/def2-TZVPD

Summary:
**Relative energy (zero: lowest compared OMol25 entry of this formula, charge and spin)**: 15.3 kcal per mole
**Charge**: -1
**Kohn-Sham gap**: 6.62 eV

```
11
CH7N2O (wB97M-V/def2-TZVPD)
N 1.65741 0.77142 -2.94892
H 2.09710 1.53453 -2.43011
H 2.08766 0.03260 -2.38314
H 0.71019 0.66715 -2.59138
N -0.37236 -0.68308 -0.02285
C -0.49239 0.14741 1.30462
O -1.29272 -0.36757 2.20502
H -1.09055 -1.39017 0.03360
H 0.56904 -1.04204 0.03644
H -0.74714 1.17758 0.95437
H 0.61325 0.24537 1.50068
```